1.
{"formula": "C37H37ClF5N3O2ReSe", "method": "wB97M-V/def2-TZVPD", "orbital_gap_ha": [0.2510, 0.2536], "lumo_energy_ev": [-1.4, -1.8], "spin_multiplicity": 4, "species": ["Re", "C", "C", "C", "C", "C", "C", "C", "C", "C", "C", "C", "C", "N", "C", "O", "C", "C", "C", "C", "C", "N", "C", "O", "N", "C", "C", "C", "C", "C", "C", "C", "C", "C", "C", "C", "C", "H", "H", "H", "H", "H", "H", "H", "H", "H", "H", "H", "H", "H", "H", "H", "H", "H", "H", "H", "H", "H", "H", "H", "H", "H", "H", "H", "H", "H", "H", "H", "H", "H", "H", "H", "H", "H", "Cl", "F", "C", "C", "F", "C", "F", "C", "Se", "C", "F", "C", "F"], "positions_angstrom": [[-0.24546, 0.63042, 0.11811], [1.21426, -2.05326, -3.11339], [2.01200, -0.79996, -2.75190], [2.92577, -0.40023, -3.91713], [2.84052, -0.97775, -1.48132], [3.82730, -1.96147, -1.45387], [4.69209, -2.06798, -0.37968], [4.58730, -1.17440, 0.67550], [3.62101, -0.17331, 0.68803], [3.59763, 0.80883, 1.84771], [4.82768, 1.72212, 1.80416], [3.51251, 0.08945, 3.19795], [2.73511, -0.10582, -0.38893], [1.72113, 0.92506, -0.44135], [2.13794, 2.19681, -0.74848], [3.19045, 2.52912, -1.25025], [1.10556, 3.23398, -0.39059], [1.29362, 4.59503, -0.40702], [0.23639, 5.40652, -0.00375], [-0.98045, 4.83923, 0.36918], [-1.09480, 3.47050, 0.33258], [-0.06082, 2.71512, -0.02086], [-2.36908, 2.69465, 0.52214], [-3.40458, 3.26366, 0.78699], [-2.18772, 1.35768, 0.25733], [-3.36887, 0.52863, 0.20659], [-3.87603, 0.20427, -1.05448], [-4.93557, -0.69684, -1.11117], [-5.49495, -1.22525, 0.04368], [-5.00131, -0.84531, 1.27920], [-3.91928, 0.02628, 1.38095], [-3.39912, 0.41663, 2.75351], [-2.97471, -0.80945, 3.56605], [-4.44362, 1.24985, 3.50461], [-3.40087, 0.82132, -2.37382], [-2.00524, 0.38432, -2.83024], [-3.50472, 2.35347, -2.41976], [0.52861, -1.85005, -3.94038], [0.63240, -2.40088, -2.26835], [1.88211, -2.86617, -3.41849], [1.31323, 0.01789, -2.59019], [3.59753, -1.22209, -4.18049], [3.53299, 0.47055, -3.65867], [2.33059, -0.15952, -4.80383], [3.93831, -2.62853, -2.30327], [5.46575, -2.82753, -0.37430], [5.28109, -1.24913, 1.50604], [2.70858, 1.42798, 1.75909], [5.74115, 1.14235, 1.96540], [4.76339, 2.48081, 2.58848], [4.91204, 2.22490, 0.83881], [4.42050, -0.48556, 3.40003], [2.66040, -0.59283, 3.22842], [3.39552, 0.81947, 4.00512], [2.24745, 4.98562, -0.73514], [0.35394, 6.48351, -0.00013], [-1.84043, 5.42112, 0.67209], [-5.33799, -0.97753, -2.08078], [-6.32946, -1.91394, -0.02395], [-5.45930, -1.23031, 2.18507], [-2.51598, 1.03719, 2.62087], [-3.83663, -1.42634, 3.83656], [-2.48064, -0.49457, 4.48909], [-2.27303, -1.42752, 3.00264], [-5.35209, 0.66666, 3.68408], [-4.71412, 2.13601, 2.92723], [-4.04872, 1.57277, 4.47193], [-4.10212, 0.44255, -3.11874], [-1.21980, 0.79651, -2.17922], [-1.80370, 0.76709, -3.83405], [-1.89289, -0.69966, -2.84050], [-2.65027, 2.83014, -1.93909], [-4.40834, 2.70919, -1.92315], [-3.52371, 2.69148, -3.45890], [0.27467, 0.78325, 2.31920], [2.36918, -6.49643, 0.62608], [1.65447, -5.38932, 0.45065], [0.63813, -5.36629, -0.48298], [0.38909, -6.45075, -1.21688], [-0.11184, -4.21870, -0.64737], [-1.07919, -4.23831, -1.56349], [0.13923, -3.08341, 0.10593], [-1.10301, -1.64468, 0.04191], [1.17368, -3.12875, 1.02176], [1.46228, -2.06021, 1.76392], [1.93435, -4.26426, 1.19608], [2.93147, -4.28565, 2.07960]], "forces_ev_per_a": [[0.04, 0.33, 0.56], [0.12, 0.02, -0.09], [0.27, -0.19, 0.07], [-0.03, 0.12, -0.01], [0.01, -0.03, -0.26], [-0.14, 0.00, -0.05], [0.00, 0.04, 0.09], [0.02, -0.04, -0.02], [0.08, -0.01, 0.27], [0.15, -0.12, 0.01], [-0.01, 0.00, -0.07], [-0.08, 0.00, 0.02], [-0.23, 0.22, -0.69], [0.09, 0.01, 0.23], [-0.07, -0.19, -0.04], [0.23, -0.05, 0.12], [-0.03, -0.35, 0.04], [0.00, 0.31, -0.04], [-0.03, -0.03, -0.01], [0.08, 0.26, 0.03], [-0.07, -0.22, -0.17], [0.17, 0.08, -0.14], [0.10, -0.42, -0.06], [-0.20, 0.00, 0.11], [-0.07, 0.20, 0.15], [0.44, 0.26, -0.15], [-0.22, -0.03, -0.31], [-0.02, 0.02, -0.04], [0.01, 0.05, 0.00], [0.00, -0.02, -0.01], [-0.14, -0.05, 0.30], [-0.11, -0.05, -0.02], [0.02, 0.03, 0.01], [0.00, 0.01, -0.04], [0.20, 0.09, 0.27], [-0.19, -0.17, -0.10], [-0.12, -0.07, 0.00], [0.08, -0.02, 0.00], [-0.12, 0.00, 0.03], [-0.07, 0.07, 0.01], [-0.11, 0.06, 0.05], [-0.02, 0.06, 0.03], [-0.04, -0.05, -0.02], [0.04, -0.03, 0.07], [-0.03, 0.03, 0.07], [-0.06, 0.02, 0.02], [-0.04, 0.01, -0.06], [-0.01, 0.05, -0.07], [-0.03, 0.05, 0.00], [0.02, -0.04, -0.01], [-0.01, -0.01, 0.03], [-0.05, 0.04, -0.01], [0.12, 0.08, 0.03], [0.03, -0.05, -0.07], [-0.03, 0.01, 0.04], [0.00, -0.06, 0.02], [0.04, 0.03, -0.05], [0.03, 0.04, 0.09], [0.06, 0.03, 0.01], [0.05, 0.00, -0.08], [0.06, 0.03, -0.04], [0.05, 0.03, -0.02], [-0.06, -0.02, -0.03], [-0.01, 0.00, 0.01], [0.06, 0.04, 0.01], [0.00, -0.04, 0.03], [-0.03, -0.04, -0.05], [0.01, -0.07, -0.06], [0.08, 0.10, 0.00], [0.03, 0.02, 0.05], [0.03, 0.02, 0.04], [0.01, 0.00, -0.03], [0.03, 0.00, -0.02], [0.01, -0.02, 0.04], [-0.20, 0.09, 0.08], [0.06, -0.04, -0.03], [0.11, -0.21, -0.03], [-0.04, -0.08, -0.10], [-0.01, 0.00, 0.00], [0.13, -0.12, 0.02], [-0.14, 0.07, -0.01], [0.00, 0.21, 0.19], [-0.54, -0.37, -0.32], [0.14, 0.15, -0.05], [-0.12, -0.11, 0.06], [0.22, 0.05, 0.17], [-0.01, 0.00, 0.01]]}


2.
{"formula": "C8H14", "method": "wB97M-V/def2-TZVPD", "smiles": "C=CC[C@@H](C)C(=C)C", "orbital_gap_ha": 0.3612, "lumo_energy_ev": 1.1, "spin_multiplicity": 1, "species": ["C", "C", "C", "C", "C", "C", "C", "C", "H", "H", "H", "H", "H", "H", "H", "H", "H", "H", "H", "H", "H", "H"], "positions_angstrom": [[-3.21802, 0.72217, 0.55076], [-2.38406, -0.31467, 0.59270], [-0.65025, -0.14655, 0.92073], [-0.14326, -0.18551, -0.44950], [-0.19056, 1.11982, -1.22078], [1.53986, -0.63747, 0.01156], [1.77860, -1.90163, 0.37713], [2.65960, 0.32679, -0.24164], [-4.30038, 0.59404, 0.54382], [-2.85478, 1.74806, 0.51002], [-2.77146, -1.33332, 0.59851], [-0.52784, 0.81257, 1.42432], [-0.46793, -0.98972, 1.58248], [-0.48617, -1.02757, -1.05289], [-1.15965, 1.22236, -1.71699], [-0.04399, 1.98521, -0.56935], [0.58027, 1.15179, -1.99421], [2.78772, -2.30046, 0.47607], [0.97196, -2.59548, 0.59997], [2.66110, 0.66592, -1.28255], [2.57392, 1.20620, 0.40380], [3.64532, -0.12257, -0.06399]], "forces_ev_per_a": [[0.21, -0.24, -0.17], [2.20, 1.00, 1.92], [-6.39, -0.28, -0.51], [5.51, -0.90, 0.92], [-0.04, -0.13, -0.07], [-1.51, -0.29, -2.03], [-0.36, 0.53, -0.02], [0.04, 0.10, -0.13], [0.20, -0.03, -0.33], [-0.03, -0.14, 0.29], [0.21, 0.08, -0.03], [0.15, -0.13, -0.03], [0.37, 0.10, -0.26], [0.00, 0.05, 0.24], [0.05, 0.06, 0.10], [0.00, -0.08, 0.00], [-0.11, -0.05, 0.02], [-0.13, 0.26, 0.25], [0.01, 0.00, -0.25], [-0.08, 0.10, 0.12], [-0.01, 0.03, -0.12], [-0.28, -0.03, 0.11]]}


3.
{"formula": "C20H45BF3N4O11P2", "method": "wB97M-V/def2-TZVPD", "total_charge": -1, "orbital_gap_ha": 0.2342, "lumo_energy_ev": 1.6, "spin_multiplicity": 1, "species": ["C", "C", "C", "C", "P", "C", "C", "C", "C", "C", "C", "O", "C", "C", "O", "O", "C", "C", "N", "N", "N", "O", "C", "F", "B", "O", "O", "C", "N", "C", "O", "F", "C", "O", "F", "P", "C", "O", "O", "H", "H", "H", "H", "H", "H", "H", "H", "H", "H", "H", "H", "H", "H", "H", "H", "H", "H", "H", "H", "H", "H", "H", "H", "H", "H", "H", "H", "H", "H", "H", "H", "H", "H", "H", "H", "H", "H", "H", "H", "H", "C", "O", "H", "H", "H", "H"], "positions_angstrom": [[4.23003, -0.61308, 0.36528], [2.79410, -0.68149, -0.49512], [1.47847, -1.03996, 0.33799], [1.99292, -1.68377, 1.76978], [0.04541, 0.25403, 0.49500], [1.35394, 1.55956, 0.99179], [1.92426, 2.60812, -0.05242], [3.44247, 3.08243, 0.47566], [4.23848, 3.74562, -0.83614], [4.73172, 2.63437, -1.93608], [5.77729, 3.23099, -3.07694], [7.11280, 2.63584, -2.92620], [7.15176, 1.25413, -3.45927], [-1.16946, 1.76032, 0.75286], [-2.49017, 1.58007, 0.14765], [-2.87590, 2.74574, -0.29451], [-0.11834, 0.66973, -1.36901], [-0.95382, -0.34584, -2.33371], [-2.47184, -0.17935, -2.32680], [-0.47164, -1.77565, -2.40230], [-0.61783, 0.17426, -3.76174], [-0.11536, 0.14469, 2.27323], [-1.27009, -0.66293, 2.79534], [-0.88746, -1.79205, 3.73603], [-2.25496, 0.08055, 3.94293], [-2.48700, 1.51854, 4.09182], [-2.93722, -0.74717, 5.00583], [-1.97929, -1.38717, 1.50832], [-2.16560, -2.84851, 1.36932], [-0.94932, -3.71316, 1.27662], [-0.43718, -4.12592, 0.08250], [-0.24962, -4.34559, 2.45908], [-3.02300, -3.29824, 0.21379], [-2.97438, -2.92152, -1.05757], [-4.05411, -4.35436, 0.54185], [-3.82912, -0.83960, 1.83536], [-4.77448, -2.22293, 2.82885], [-4.64635, -0.55398, 0.28250], [-1.28659, -0.85270, 0.34054], [4.15717, 0.02074, 1.34055], [5.12825, -0.21410, -0.30772], [4.56082, -1.71700, 0.67738], [2.83918, 0.27376, -1.14889], [2.99359, -1.58367, -1.25620], [0.95117, -1.96216, -0.21047], [2.73307, -2.59133, 1.52216], [2.47128, -0.89662, 2.50436], [1.12649, -2.20444, 2.34902], [2.27540, 1.07356, 1.57907], [0.82897, 2.20094, 1.85780], [2.08179, 2.34091, -1.16241], [1.27663, 3.60948, 0.00105], [3.39717, 3.86555, 1.34388], [4.05829, 2.15685, 0.88805], [5.17437, 4.37010, -0.51255], [3.43145, 4.47563, -1.32749], [5.12825, 1.62480, -1.47604], [3.75528, 2.32988, -2.55250], [5.37455, 2.88564, -4.13842], [5.74654, 4.39999, -3.07599], [8.17369, 0.75277, -3.11598], [7.08120, 1.20535, -4.63855], [6.28584, 0.58886, -3.02460], [-0.75851, 2.77494, 0.28836], [-1.33002, 2.02371, 1.87950], [-3.09603, 3.34768, 0.49457], [-0.58382, 1.74816, -1.59135], [0.92375, 0.72960, -1.94971], [-2.83078, -1.02487, -2.85124], [-2.69508, 0.64521, -2.93488], [0.42720, -1.87260, -2.95262], [-1.14084, -2.40962, -2.90720], [0.40073, 0.05991, -3.95500], [-1.10254, -0.50180, -4.41827], [-3.35362, 1.72735, 4.55096], [-2.26757, -0.91085, 5.73344], [-5.47264, -1.70164, 3.64349], [-4.01828, -2.98940, 3.29098], [-5.48691, -2.73563, 2.04276], [-4.90755, 0.42344, 0.21749], [-8.42075, -2.64759, 0.20648], [-7.33621, -2.28434, 1.04077], [-9.19813, -3.11297, 0.81681], [-8.82534, -1.75451, -0.27621], [-8.07838, -3.35944, -0.54856], [-6.66267, -1.87425, 0.47179]], "forces_ev_per_a": [[0.38, -0.95, -0.12], [2.23, -0.58, -0.90], [-0.30, -3.04, 0.40], [-0.36, -0.93, -0.05], [0.65, 2.99, 0.03], [1.21, 1.52, 1.67], [1.45, 1.98, 1.16], [0.47, -0.04, -1.04], [-0.24, -0.09, 0.43], [-1.34, 0.15, -0.99], [-1.50, -1.27, -0.42], [-1.04, -0.80, -0.90], [0.22, -0.69, 0.21], [-0.63, 2.09, 0.77], [2.49, -3.63, 2.15], [-2.63, 5.59, -0.92], [0.39, -0.09, -2.96], [0.59, 1.04, -3.06], [1.01, -1.39, -0.66], [-0.22, -0.55, 0.16], [0.03, -0.31, -0.54], [-3.53, -4.18, 2.90], [2.34, 0.23, 0.09], [0.59, 1.03, -1.62], [-2.26, 1.47, 1.25], [-0.42, -2.27, -0.22], [2.42, 1.37, -0.90], [0.21, 2.19, -2.25], [1.84, -3.52, -0.54], [4.22, -3.87, -6.32], [-3.78, 2.81, 8.79], [-2.87, 2.62, -3.14], [-0.62, 1.27, -7.35], [-0.61, -2.73, 9.62], [3.32, 3.08, -0.30], [-1.21, 2.17, -0.36], [-0.76, -0.69, -0.97], [0.07, 0.27, 2.01], [-1.76, -1.79, 2.56], [0.18, -1.11, -1.91], [-2.06, -0.66, 1.34], [-0.76, 2.47, -0.57], [-0.66, -1.51, 1.22], [-0.49, 1.94, 1.48], [1.29, 1.95, 1.01], [-1.35, 2.16, 0.63], [-0.88, -1.67, -1.58], [1.43, 1.18, -1.06], [-2.00, 0.83, -1.43], [1.28, -1.27, -1.88], [-0.63, 0.05, 1.90], [1.26, -2.15, -0.42], [-0.08, -1.40, -1.65], [-1.32, 1.88, -0.99], [-1.75, -1.07, -0.48], [1.95, -1.47, 0.83], [-0.59, 2.29, -0.70], [2.04, 0.49, 1.36], [0.72, 0.80, 2.02], [0.70, -2.22, 0.24], [-2.18, 1.34, -0.74], [0.13, 0.37, 2.28], [1.55, 1.36, -0.78], [-0.63, -2.25, 0.64], [0.08, -0.47, -1.78], [0.44, -1.28, -1.09], [0.89, -2.51, 0.69], [-1.98, -0.28, 1.46], [0.31, 1.24, 0.86], [0.61, -0.96, 0.82], [-1.45, 0.69, 1.02], [0.59, 1.10, 0.89], [-0.94, 0.07, 0.30], [0.78, 1.02, 0.97], [1.73, -0.83, -0.60], [-1.11, 0.06, -1.39], [1.88, -1.02, -1.82], [-1.54, 1.60, -0.84], [1.47, 0.65, 1.87], [1.08, -2.00, 0.39], [0.24, 0.09, -0.04], [0.08, 0.15, -0.17], [0.15, 0.08, -0.02], [-0.21, -0.12, -0.14], [-0.24, -0.04, -0.12], [-0.05, 0.00, 0.30]]}


4.
{"formula": "C2HN3O2", "method": "wB97M-V/def2-TZVPD", "orbital_gap_ha": [0.3009, 0.3009], "lumo_energy_ev": [-1.5, -1.5], "spin_multiplicity": 1, "species": ["C", "C", "N", "N", "N", "O", "O", "H"], "positions_angstrom": [[-0.54903, 0.67971, 1.63640], [0.34965, -0.45127, -0.94383], [-0.24862, 0.87898, 2.73248], [1.44072, -0.35384, -1.42732], [-0.81621, 0.61545, 0.37160], [-0.75160, -1.10835, -1.03811], [-1.61688, -0.54131, -0.09160], [2.19197, 0.28064, -1.23962]], "forces_ev_per_a": [[0.07, -0.74, 1.15], [0.27, 2.09, 1.16], [0.14, 0.11, 0.67], [-0.98, -0.32, 0.40], [1.21, -0.94, -4.40], [-0.01, -0.65, -0.38], [-0.88, 0.32, 1.36], [0.18, 0.13, 0.04]]}


5.
{"formula": "C2H8OP2S", "method": "wB97M-V/def2-TZVPD", "smiles": "CCP[P@H](=O)S", "orbital_gap_ha": 0.3241, "lumo_energy_ev": -0.8, "spin_multiplicity": 1, "species": ["C", "C", "P", "P", "O", "S", "H", "H", "H", "H", "H", "H", "H", "H"], "positions_angstrom": [[0.89558, 0.57093, 0.84925], [-0.61887, 0.65413, 0.69811], [-1.43214, -1.03980, 0.80033], [-1.32317, -1.23033, -1.49947], [-1.36966, -2.64855, -1.85707], [-0.21572, -0.17553, -3.19186], [1.16089, 0.34417, 1.88382], [1.30208, -0.21601, 0.21055], [1.36054, 1.51463, 0.56948], [-0.86885, 1.06563, -0.28567], [-1.04013, 1.33690, 1.43973], [-0.28400, -1.76305, 1.12144], [-2.52518, -0.55754, -1.77882], [0.40894, -1.33466, -3.39428]], "forces_ev_per_a": [[-0.04, 0.04, -0.02], [0.02, -0.02, 0.32], [0.18, 1.05, -1.64], [-0.49, 0.30, -0.41], [0.26, -1.17, -0.23], [-0.52, -0.29, 1.81], [0.05, -0.02, -0.07], [0.06, 0.09, 0.00], [0.09, 0.04, 0.04], [-0.07, 0.11, 0.15], [-0.04, -0.11, -0.03], [0.37, -0.25, -0.02], [-0.08, 0.42, 0.16], [0.20, -0.17, -0.07]]}